{
  "formula": "C14H24AgO15S",
  "method": "wB97M-V/def2-TZVPD",
  "multiplicity": 2,
  "lumo_energy_ev": [3.7, 3.7],
  "homo_ha": [-0.0038, 0.0021],
  "charge": -2,
  "largest_force_ev_per_a": 1.265,
  "de_lowest_kj_mol": 0.0,
  "species": ["Ag", "C", "O", "H", "H", "H", "C", "O", "H", "H", "H", "S", "O", "O", "O", "O", "C", "C", "C", "O", "C", "O", "O", "H", "H", "H", "H", "H", "H", "C", "C", "C", "O", "C", "O", "O", "H", "H", "H", "H", "H", "H", "C", "C", "C", "O", "C", "O", "O", "H", "H", "H", "H", "H", "H"],
  "coordinates": [[0.28, 1.88, 0.37], [1.16, 0.20, 3.03], [1.32, 0.54, 1.73], [1.27, 1.07, 3.72], [0.15, -0.24, 3.25], [1.91, -0.55, 3.35], [-0.30, 2.81, -2.51], [-0.81, 2.76, -1.27], [-0.12, 1.81, -3.00], [-1.00, 3.33, -3.22], [0.66, 3.36, -2.59], [0.99, 4.54, 1.32], [1.83, 3.59, 0.49], [0.78, 5.81, 0.59], [-0.34, 3.82, 1.46], [1.61, 4.79, 2.64], [-5.02, -1.86, 2.02], [-4.77, -0.43, 1.58], [-4.93, 0.58, 2.72], [-3.84, 1.46, 2.57], [-2.89, 0.89, 1.75], [-1.83, 1.33, 1.56], [-3.42, -0.25, 1.18], [-4.59, -2.06, 3.00], [-4.60, -2.56, 1.30], [-6.10, -2.03, 2.07], [-5.42, -0.19, 0.73], [-4.87, 0.10, 3.71], [-5.86, 1.14, 2.69], [6.46, -0.21, -2.25], [5.42, 0.82, -2.63], [4.64, 0.51, -3.90], [3.32, 0.91, -3.60], [3.17, 0.97, -2.23], [2.16, 1.13, -1.66], [4.40, 0.84, -1.64], [7.22, -0.29, -3.04], [5.98, -1.17, -2.09], [6.99, 0.14, -1.36], [5.86, 1.83, -2.68], [4.63, -0.56, -4.13], [5.00, 1.06, -4.76], [-1.60, -4.61, -0.84], [-1.82, -3.32, -0.09], [-0.90, -3.09, 1.13], [-0.39, -1.79, 0.94], [-0.77, -1.29, -0.25], [-0.43, -0.26, -0.71], [-1.59, -2.19, -0.91], [-1.88, -5.46, -0.20], [-0.55, -4.75, -1.09], [-2.20, -4.63, -1.75], [-2.86, -3.29, 0.25], [-0.06, -3.80, 1.18], [-1.46, -3.12, 2.06]]
}



{
  "formula": "C14H24DyI2O4RhS2",
  "method": "wB97M-V/def2-TZVPD",
  "multiplicity": 10,
  "lumo_energy_ev": [-14.6, -17.2],
  "homo_ha": [-0.7549, -0.8082],
  "charge": 4,
  "largest_force_ev_per_a": 6.905,
  "species": ["I", "I", "Dy", "Rh", "S", "S", "C", "C", "C", "C", "C", "C", "C", "C", "C", "C", "C", "O", "O", "O", "H", "H", "H", "H", "H", "H", "H", "H", "H", "H", "H", "H", "H", "H", "H", "H", "H", "H", "C", "C", "C", "O", "H", "H", "H", "H", "H", "H"],
  "coordinates": [[-1.69, -2.90, -0.63], [-0.34, -2.16, -3.89], [-0.07, 0.67, -1.82], [0.87, 0.16, 0.84], [1.68, -0.98, -0.87], [-2.35, -0.93, -1.79], [1.58, 1.82, 0.90], [3.55, -0.84, -1.28], [-3.74, -0.14, -0.77], [3.64, -0.75, -2.80], [4.28, 0.31, -0.63], [4.07, -2.18, -0.80], [-4.68, 0.12, -1.96], [-3.22, 1.13, -0.13], [-4.30, -1.08, 0.27], [1.71, 2.41, -2.01], [-0.70, 3.28, -1.64], [2.05, 2.87, 1.08], [2.57, 3.18, -1.96], [-0.86, 4.43, -1.56], [3.15, 0.17, -3.11], [3.07, -1.57, -3.23], [4.68, -0.73, -3.21], [3.96, 1.27, -1.04], [5.37, 0.23, -0.82], [4.11, 0.31, 0.45], [3.86, -2.32, 0.27], [5.15, -2.25, -0.96], [3.58, -3.02, -1.30], [-5.59, 0.65, -1.66], [-4.92, -0.86, -2.41], [-4.16, 0.71, -2.74], [-4.05, 1.72, 0.30], [-2.73, 1.75, -0.89], [-2.50, 0.88, 0.68], [-5.16, -0.57, 0.73], [-3.58, -1.35, 1.06], [-4.61, -2.02, -0.20], [-1.38, 0.49, 4.45], [-0.39, 0.07, 3.44], [0.69, -0.89, 3.75], [-0.53, 0.55, 2.27], [-1.05, 0.20, 5.44], [-2.36, 0.02, 4.26], [-1.52, 1.58, 4.40], [0.45, -1.88, 3.35], [1.66, -0.56, 3.34], [0.76, -0.99, 4.83]]
}



{
  "formula": "C14H24N4O3S",
  "method": "wB97M-V/def2-TZVPD",
  "smiles": "CN1CCN(CCC(=O)N[C@H]2C=C[C@H](S(N)(=O)=O)C=C2)CC1",
  "lumo_energy_ev": 0.5,
  "homo_ha": -0.2791,
  "largest_force_ev_per_a": 7.377,
  "de_lowest_kj_mol": 296.2,
  "species": ["C", "N", "C", "C", "N", "C", "C", "C", "O", "N", "C", "C", "C", "C", "S", "N", "O", "O", "C", "C", "C", "C", "H", "H", "H", "H", "H", "H", "H", "H", "H", "H", "H", "H", "H", "H", "H", "H", "H", "H", "H", "H", "H", "H", "H", "H"],
  "coordinates": [[2.39, -4.46, 3.95], [3.08, -3.12, 3.69], [2.63, -1.83, 4.36], [1.69, -1.07, 3.51], [2.13, -0.84, 2.07], [1.93, 0.39, 1.22], [1.30, 0.01, -0.08], [0.83, 1.33, -0.75], [0.90, 2.36, -0.26], [0.13, 1.20, -1.87], [-1.01, 2.01, -2.10], [-2.18, 1.25, -1.49], [-3.23, 0.85, -2.34], [-3.49, 1.43, -3.73], [-5.00, 2.45, -3.71], [-4.74, 3.51, -2.44], [-6.25, 1.81, -3.44], [-5.02, 3.41, -4.82], [-2.37, 2.17, -4.29], [-1.13, 2.38, -3.56], [2.62, -2.01, 1.42], [3.62, -2.85, 2.28], [3.13, -5.20, 3.95], [1.98, -4.48, 4.92], [1.59, -4.65, 3.16], [3.55, -1.21, 4.37], [2.28, -1.96, 5.39], [0.79, -1.65, 3.49], [1.55, 0.05, 3.92], [1.29, 0.99, 1.89], [2.80, 1.02, 1.07], [2.02, -0.48, -0.76], [0.37, -0.63, 0.04], [0.08, 0.29, -2.30], [-0.95, 2.95, -1.47], [-2.22, 1.10, -0.46], [-4.00, 0.21, -1.93], [-3.74, 0.68, -4.50], [-5.63, 3.43, -2.00], [-4.57, 4.39, -2.91], [-2.43, 2.39, -5.34], [-0.24, 2.78, -3.93], [1.82, -2.59, 0.88], [3.33, -1.65, 0.72], [3.76, -3.76, 1.70], [4.58, -2.41, 2.47]]
}



{
  "formula": "C14H24N4O7PRhSTe2",
  "method": "wB97M-V/def2-TZVPD",
  "lumo_energy_ev": 3.9,
  "homo_ha": -0.0446,
  "charge": -2,
  "largest_force_ev_per_a": 0.631,
  "de_lowest_kj_mol": 98.4,
  "species": ["Rh", "O", "C", "O", "C", "C", "N", "N", "C", "C", "O", "O", "H", "H", "H", "Te", "C", "H", "H", "H", "S", "C", "N", "C", "C", "C", "N", "H", "H", "H", "H", "H", "H", "H", "H", "C", "C", "O", "P", "O", "Te", "O", "C", "C", "H", "H", "H", "H", "H", "H", "H", "H", "H", "H"],
  "coordinates": [[-0.04, 0.51, -0.61], [-2.48, 5.85, 0.38], [-2.82, 5.17, 1.42], [-3.52, 5.58, 2.35], [-2.39, 3.73, 1.44], [-2.73, 2.83, 2.43], [-2.15, 1.66, 2.10], [-1.46, 1.73, 0.97], [-1.60, 2.97, 0.55], [-1.03, 3.32, -0.78], [-1.22, 4.51, -1.20], [-0.47, 2.44, -1.44], [-1.83, 5.17, -0.44], [-3.33, 2.96, 3.30], [-2.21, 0.77, 2.57], [-3.76, -0.30, -2.72], [0.64, -0.03, -2.45], [-0.03, 0.53, -3.11], [0.54, -1.10, -2.61], [1.67, 0.26, -2.63], [-2.28, -0.63, -0.83], [-1.62, -2.32, -0.79], [-2.45, -3.23, -0.01], [-1.85, -4.55, 0.11], [-1.62, -5.14, -1.28], [-0.79, -4.17, -2.12], [-1.42, -2.88, -2.08], [-2.59, -2.81, 0.90], [-2.52, -5.18, 0.69], [-0.88, -4.51, 0.65], [-2.59, -5.29, -1.76], [-1.11, -6.10, -1.19], [-0.75, -4.50, -3.16], [0.24, -4.15, -1.73], [-1.15, -2.21, -2.78], [5.02, 0.12, -1.48], [4.42, 0.09, -0.08], [3.02, -0.14, -0.14], [2.03, 1.19, -0.14], [2.69, 2.28, -0.91], [0.29, -1.90, 0.30], [2.17, 1.65, 1.44], [2.06, 0.76, 2.53], [0.72, 0.89, 3.24], [6.10, 0.24, -1.42], [4.59, 0.95, -2.03], [4.79, -0.81, -2.00], [4.63, 1.03, 0.43], [4.84, -0.73, 0.51], [2.87, 1.00, 3.22], [2.20, -0.28, 2.20], [0.54, 1.93, 3.53], [0.71, 0.26, 4.13], [-0.08, 0.56, 2.57]]
}